(1)
The following is a quantum chemistry calculation of C20H64BMnO24P4 as an isolated structure in a non-equilibrium geometry, from OMol25.

Computed properties:
Lowest unoccupied orbital energy (alpha / beta)   -0.07771 / -0.07830 Eh
HOMO-LUMO gap (alpha / beta)   9.170 / 9.159 eV
Expectation value of S²   8.752
Multiplicity   6
HOMO level (alpha / beta)   -11.28 / -11.29 eV
Charge   +1

Structure (XYZ):
```
114
Properties=species:S:1:pos:R:3:forces:R:3
Mn 0.69524 -1.31445 0.56244 -0.08 -0.06 0.62
B -0.28494 0.41287 -0.35886 -1.08 1.18 -0.62
H -0.65222 1.48205 -0.77144 0.15 0.22 0.01
H -0.86352 -0.45514 -0.94755 0.15 -0.08 -0.31
H 0.89349 0.35655 -0.43079 0.68 0.26 -0.36
H -0.59244 0.31169 0.79250 -0.17 0.05 0.60
C -3.49257 -1.43681 0.36090 -0.43 0.42 0.73
O -3.25038 -2.80286 -0.00919 -0.34 0.08 0.01
P -1.96359 -3.24269 -0.77014 -0.19 -0.24 0.40
O -0.70792 -2.68585 -0.23447 0.27 -0.52 -0.17
O -2.03601 -4.80836 -0.67642 0.08 -0.20 -0.26
C -1.80471 -5.43416 0.57278 0.35 -0.50 1.11
O -2.22731 -2.95067 -2.27027 0.05 0.38 -0.69
C -1.09584 -2.63640 -3.12204 0.22 -0.15 0.08
H -2.65045 -0.79016 0.13719 0.07 -0.03 -0.02
H -3.69359 -1.42172 1.43373 0.32 -0.04 -0.01
H -4.40655 -1.04659 -0.08648 0.14 -0.32 -0.48
H -1.11693 -6.27838 0.49013 -0.04 0.10 -0.54
H -2.72104 -5.83207 1.00790 -0.20 0.23 -0.24
H -1.34395 -4.75855 1.29865 -0.15 0.22 -0.13
H -0.34939 -3.41851 -2.99223 0.17 0.12 -0.09
H -0.70194 -1.65738 -2.85981 0.04 -0.02 0.09
H -1.41175 -2.62114 -4.16015 -0.38 -0.10 0.10
C 0.00309 -4.53760 3.99774 -0.06 -0.40 0.20
O -1.13502 -3.66341 3.96627 0.25 -0.03 -0.24
P -0.93642 -2.12242 3.64697 -0.56 -0.08 0.96
O -0.54872 -1.73068 2.29845 0.29 -0.18 -0.10
O -2.31370 -1.54340 4.08559 -0.20 0.24 -0.08
C -3.50568 -2.24673 4.43536 -0.09 -0.64 0.26
O 0.09176 -1.62574 4.72616 0.33 -0.06 -0.09
C -0.13492 -1.91771 6.12196 0.73 0.87 0.17
H 0.00655 -5.12952 3.08621 0.19 0.03 -0.05
H -0.10919 -5.20254 4.85302 -0.17 -0.01 -0.06
H 0.94761 -4.01153 4.14119 -0.09 0.21 -0.22
H -3.84856 -2.90307 3.63433 -0.02 0.33 -0.23
H -4.23826 -1.49127 4.69239 -0.09 -0.02 -0.09
H -3.33933 -2.91094 5.28686 0.11 0.25 0.10
H 0.79475 -2.29776 6.54555 -0.10 -0.41 -0.24
H -0.96661 -2.59362 6.27948 -0.07 -0.02 0.06
H -0.26439 -0.95528 6.61694 -0.51 -0.11 0.01
C 3.30915 2.50520 1.16624 0.19 0.20 0.17
O 3.90269 1.39274 1.85776 0.27 0.12 -0.23
P 3.10068 0.32275 2.67359 0.45 0.24 0.06
O 1.91747 -0.19023 1.98294 -0.41 -0.15 -0.07
O 4.16727 -0.76424 2.98285 0.45 -0.41 -0.19
C 5.52733 -0.42404 3.35694 -0.33 0.69 -0.10
O 2.82259 0.95040 4.08894 -0.53 0.20 -0.01
C 1.56890 1.62665 4.30533 -0.66 -0.19 -0.04
H 3.09491 2.22707 0.13845 -0.16 -0.09 0.02
H 4.05205 3.29881 1.17896 0.01 -0.02 -0.04
H 2.41836 2.86838 1.67702 -0.11 -0.13 -0.08
H 5.71233 -0.86891 4.32645 0.21 -0.16 -0.05
H 5.62161 0.65961 3.41610 0.04 -0.04 0.22
H 6.20707 -0.73886 2.57126 -0.04 -0.41 0.10
H 1.16977 1.30027 5.26197 0.24 0.19 0.16
H 0.82423 1.33004 3.56207 0.20 -0.05 -0.09
H 1.68538 2.70713 4.26232 0.24 -0.01 0.17
C 0.44426 -0.41173 -5.77882 -0.04 -0.41 0.47
O 1.68524 0.29370 -5.87108 0.01 -0.25 -0.09
P 2.66060 0.45753 -4.65304 -0.09 0.74 -0.20
O 2.57672 -0.59228 -3.62307 -0.17 -0.38 0.20
O 4.04546 0.63368 -5.35793 0.15 -0.05 -0.06
C 4.52234 -0.37284 -6.24935 0.88 -0.14 -0.63
O 2.41776 1.91246 -4.12725 -0.03 0.06 0.30
C 2.03600 2.19204 -2.77355 -0.14 0.06 0.10
H 0.47427 -1.20369 -6.52392 -0.27 0.20 -0.19
H -0.38638 0.27872 -5.87774 0.02 0.07 -0.35
H 0.33436 -0.88260 -4.80254 0.15 0.03 0.07
H 4.56491 -0.00675 -7.27721 -0.56 0.19 0.11
H 3.94259 -1.29153 -6.20512 -0.04 -0.01 0.07
H 5.57234 -0.57457 -6.03012 -0.19 -0.12 0.47
H 2.52847 3.12080 -2.49624 0.06 -0.04 0.05
H 2.32032 1.37646 -2.10966 0.11 0.06 -0.01
H 0.95677 2.32656 -2.69917 0.00 -0.02 -0.17
C 2.44327 -3.52651 -0.03560 0.47 -0.04 0.47
C 3.07518 -2.50363 -0.94127 -0.65 -0.56 -1.03
O 2.07518 -1.51526 -1.17101 0.28 -0.25 0.53
O 2.06178 -2.90606 1.22655 0.27 -0.90 -0.77
H 3.12551 -4.35737 0.14857 0.03 0.04 0.03
H 1.54705 -3.91662 -0.51609 -0.11 0.05 0.07
H 3.25024 -3.05473 -1.87358 0.31 0.25 -0.04
H 4.01347 -2.07850 -0.58721 -0.06 0.06 0.22
H 2.13100 -1.11272 -2.06710 0.25 0.02 -0.09
H 2.53928 -3.36485 1.92083 -0.09 0.36 0.29
C -3.68885 2.11219 -2.87883 0.39 -0.29 -0.28
C -3.01201 0.81687 -3.30948 -0.71 -0.34 0.19
O -1.61290 0.89046 -3.26427 0.44 0.06 -0.60
O -3.68077 3.07077 -3.94681 -0.05 -0.21 0.34
H -3.09192 2.53180 -2.06599 -0.31 0.13 0.15
H -4.71331 1.92073 -2.55269 0.05 0.06 0.15
H -3.34595 0.59155 -4.32753 0.39 0.08 -0.10
H -3.36969 -0.04306 -2.72020 -0.02 0.22 0.25
H -1.31943 1.01229 -2.34990 -0.12 -0.10 0.02
H -4.49420 2.93657 -4.43983 0.05 0.22 -0.18
C -2.76147 3.87008 2.73554 -0.38 -0.54 0.37
C -1.69651 3.07420 2.02494 0.21 0.74 -1.40
O -2.36964 2.22208 1.09990 -0.13 -0.30 0.52
O -3.68515 2.97737 3.35468 0.02 0.21 0.26
H -3.28934 4.52491 2.03638 0.11 -0.04 -0.14
H -2.34956 4.48944 3.53084 0.11 -0.01 -0.02
H -1.00525 2.54774 2.68886 -0.33 -0.24 0.19
H -1.09678 3.75168 1.39784 0.18 0.20 0.41
H -1.70209 1.64392 0.70056 -0.16 0.11 0.00
H -3.95836 2.33927 2.68735 0.09 0.04 -0.14
C -1.14023 4.96770 -2.20318 -0.07 -1.64 0.46
C -0.74934 5.88509 -1.08142 -0.48 0.98 -0.72
O -0.84437 7.25349 -1.50479 0.26 -0.37 0.11
O -2.51515 5.17435 -2.44850 0.07 0.33 -0.26
H -1.02351 3.92350 -1.84551 0.18 0.17 0.09
H -0.51682 5.01671 -3.10172 -0.04 0.57 -0.01
H 0.27182 5.70870 -0.75371 -0.01 0.01 0.17
H -1.49697 5.74779 -0.29568 0.33 -0.32 0.35
H -1.71165 7.32003 -1.91965 -0.04 0.14 -0.05
H -2.81497 4.51128 -3.08549 -0.23 0.17 -0.17
```
Positions in Å, forces in eV/Å.

=====

(2)
The following is a quantum chemistry calculation of a 2-piece molecular cluster, C4H4 overall in a non-equilibrium geometry, from OMol25.

Computed properties:
Lowest unoccupied orbital energy   0.03658 Eh
HOMO-LUMO gap   11.652 eV
HOMO level   -10.66 eV
Energy relative to the best compared isomer or geometry (same formula, charge and spin)   191.01 kJ/mol

Structure (XYZ):
```
8
Properties=species:S:1:pos:R:3:forces:R:3
C -3.61948 -0.60156 0.00307 -0.04 0.55 -0.15
C -3.57422 0.60297 -0.01180 -0.10 -0.97 0.11
H -3.68711 -1.67547 -0.02733 0.08 0.50 0.06
H -3.56738 1.66820 0.00825 0.06 -0.08 -0.03
C 3.00716 -0.00411 -0.03484 1.52 0.14 0.03
C 4.22134 -0.00825 -0.00630 -1.64 -0.07 0.22
H 1.93344 0.05156 -0.04905 0.44 -0.09 -0.06
H 5.28625 -0.03334 0.11800 -0.32 0.01 -0.19
```
Positions in Å, forces in eV/Å.

=====

(3)
The following is a quantum chemistry calculation of a 2-piece molecular cluster, C4H8N2O overall, from OMol25.

Computed properties:
Lowest unoccupied orbital energy   0.02657 Eh
HOMO-LUMO gap   10.002 eV
HOMO level   -9.28 eV
Energy relative to the best compared isomer or geometry (same formula, charge and spin)   203.97 kJ/mol

Structure (XYZ):
```
15
Properties=species:S:1:pos:R:3:forces:R:3
C -1.17067 -0.93683 0.79364 -0.05 0.01 0.03
C -0.41842 0.31649 0.42076 0.15 -0.16 0.04
C -0.70169 0.98343 -0.86890 0.05 -0.05 -0.27
N -1.06645 1.62397 0.39821 -0.27 0.10 0.12
H -2.21879 -0.87119 0.47840 0.12 0.00 0.02
H -0.72539 -1.80932 0.30150 -0.06 0.13 0.09
H -1.14891 -1.10753 1.87530 -0.03 0.04 -0.13
H 0.59833 0.37201 0.80591 -0.26 0.02 -0.07
H 0.08819 1.47599 -1.43517 -0.14 -0.07 0.17
H -1.49590 0.55471 -1.48191 0.15 0.08 0.15
H -2.06474 1.52628 0.56763 0.10 -0.01 -0.04
N 2.82710 0.11137 -0.12803 -0.20 -0.32 -0.29
C 2.22568 -0.75792 -0.72541 -0.06 -0.29 -0.23
O 1.54675 -1.50460 -1.31898 0.55 0.60 0.47
H 3.72492 0.02312 0.31704 -0.05 -0.07 -0.08
```
Positions in Å, forces in eV/Å.

=====

(4)
The following is a quantum chemistry calculation of a 3-piece molecular cluster, C10H28BrN2O2 overall in a non-equilibrium geometry, from OMol25.

Computed properties:
Lowest unoccupied orbital energy (alpha / beta)   -0.01142 / -0.01259 Eh
HOMO-LUMO gap (alpha / beta)   1.368 / 7.825 eV
Expectation value of S²   0.750
Multiplicity   2
HOMO level (alpha / beta)   -1.68 / -8.17 eV
Energy relative to the best compared isomer or geometry (same formula, charge and spin)   0.00 kJ/mol

Structure (XYZ):
```
43
Properties=species:S:1:pos:R:3:forces:R:3
Br -14.87621 5.76517 -17.87815 0.04 -0.16 -0.09
C -16.52167 1.37202 -19.26201 1.20 0.03 2.08
N -16.01075 1.35737 -17.71496 -0.57 -0.59 -1.58
C -16.66343 2.50638 -16.99232 0.54 0.25 -0.48
C -16.52742 0.08759 -17.06218 0.04 0.70 -0.52
C -14.41510 1.24198 -17.57728 -1.46 1.12 0.27
C -13.54240 2.46274 -18.01652 -0.52 -0.72 -0.44
O -13.94781 3.01917 -19.27342 0.45 -1.39 1.32
H -16.21873 2.31474 -19.71768 0.49 -0.34 0.14
H -17.60912 1.32917 -19.32290 0.10 -0.42 0.50
H -16.00410 0.48188 -19.61960 -0.31 0.31 -0.63
H -17.73440 2.47973 -17.19336 0.07 -0.20 -0.05
H -16.26482 3.43786 -17.39426 0.13 0.16 0.17
H -16.51042 2.44089 -15.91510 0.25 -0.06 -0.12
H -16.06338 -0.77406 -17.54210 -0.09 0.05 0.14
H -17.61153 0.06178 -17.17245 0.09 -0.05 -0.07
H -16.28537 0.14976 -16.00122 0.07 -0.20 -0.12
H -14.08877 0.31724 -18.05315 -0.48 0.05 -0.23
H -14.43586 1.09385 -16.49760 0.91 0.06 0.06
H -12.52509 2.08488 -18.11853 0.06 -0.27 -0.02
H -13.49111 3.18493 -17.20171 -0.39 0.36 -0.25
H -14.26680 3.87825 -18.98734 -0.47 1.46 -0.21
C -13.07724 10.61335 -21.14543 0.18 -1.03 -0.38
N -12.03518 9.52046 -21.57555 0.45 1.73 -0.62
C -12.11743 9.25830 -23.13212 -0.89 -0.01 2.41
C -10.66275 10.12959 -21.33944 -1.05 -0.14 0.90
C -12.17824 8.21903 -20.76910 1.50 1.12 -1.28
C -12.21586 8.37074 -19.29618 -1.06 0.23 0.45
O -13.55679 8.78130 -18.97678 1.18 -0.33 0.57
H -13.00370 11.51735 -21.74997 0.55 -0.25 -0.22
H -12.94289 10.86259 -20.09285 0.25 -0.21 -0.12
H -14.09102 10.23049 -21.26280 0.16 -0.33 -0.06
H -13.17137 8.98276 -23.16946 0.00 -0.19 -0.97
H -11.42792 8.45770 -23.39999 -0.05 -0.14 0.19
H -11.86097 10.16705 -23.67663 -0.20 0.09 0.23
H -10.56349 11.00986 -21.97455 0.22 -0.28 -0.26
H -9.91149 9.34729 -21.44769 0.12 0.19 -0.40
H -10.66589 10.48381 -20.30860 0.21 -0.02 0.11
H -11.24116 7.70460 -20.98205 -0.17 -0.47 -0.64
H -13.07193 7.71152 -21.13221 0.20 -0.11 0.03
H -11.46383 8.96229 -18.77406 -0.04 0.53 -0.55
H -12.00484 7.36845 -18.92337 -0.27 -0.29 0.17
H -13.88254 7.90391 -18.76306 -1.45 -0.23 0.57
```
Positions in Å, forces in eV/Å.

=====

(5)
The following is a quantum chemistry calculation of a 8-piece molecular cluster, C16H48O16 overall in a non-equilibrium geometry, from OMol25.

Computed properties:
Lowest unoccupied orbital energy   0.00318 Eh
HOMO-LUMO gap   9.121 eV
HOMO level   -9.03 eV
Energy relative to the best compared isomer or geometry (same formula, charge and spin)   219.52 kJ/mol

Structure (XYZ):
```
80
Properties=species:S:1:pos:R:3:forces:R:3
O -18.67113 10.71181 0.26889 -1.62 0.11 1.55
C -17.29253 10.48626 0.21733 0.83 -0.97 -1.00
C -16.81422 9.65149 1.43259 -0.36 0.03 -0.21
O -15.50271 9.03877 1.25292 -1.42 0.96 0.21
H -19.01735 11.31861 -0.38953 0.48 0.09 -0.11
H -17.21339 9.89504 -0.69496 1.12 -0.14 -0.09
H -16.71962 11.40941 0.12966 0.05 0.02 0.03
H -17.55871 8.88806 1.65848 -0.12 -0.28 -0.34
H -16.88275 10.28746 2.31516 0.77 0.11 0.11
H -15.68768 8.11995 1.04515 0.18 -0.04 -0.11
O -23.54263 14.76319 2.84772 -1.59 -0.30 -0.48
C -22.74147 15.82437 2.43722 0.63 -0.24 1.53
C -23.58481 16.98125 1.95267 0.46 0.71 0.58
O -24.04535 16.76587 0.66241 -0.22 -0.78 -1.51
H -23.19124 13.87295 2.77293 0.48 -0.16 -0.13
H -22.21812 16.05016 3.36631 0.14 1.28 0.19
H -21.88253 15.56331 1.81901 -0.42 -0.14 -0.97
H -22.98837 17.89292 1.98752 0.37 0.13 0.06
H -24.43598 17.17209 2.60625 0.01 -0.37 0.45
H -24.37999 17.56208 0.24326 0.04 0.08 0.31
O -20.08848 8.04921 0.27240 0.61 -0.62 0.67
C -21.49013 8.23303 0.22361 0.46 -0.46 -0.96
C -21.88895 8.26306 -1.24416 -0.89 1.33 0.79
O -21.81932 7.04123 -1.88554 -0.10 -1.09 -0.49
H -19.63027 8.89154 0.31849 -0.04 0.48 -0.08
H -21.95355 7.34351 0.65034 -0.02 0.06 0.30
H -21.79485 9.13068 0.76165 -0.19 0.06 -0.03
H -21.34469 9.06950 -1.73562 0.28 -0.04 -0.25
H -22.93728 8.56064 -1.26741 -0.23 0.02 -0.16
H -20.97346 6.83603 -2.29053 0.17 0.36 0.30
O -22.69768 12.21540 3.16605 1.73 -0.29 -0.85
C -21.38277 11.92278 3.69511 -0.79 -0.09 0.81
C -20.64528 10.59462 3.33862 -0.32 0.39 1.03
O -21.29316 9.45111 4.01949 0.41 1.85 -1.14
H -23.29073 11.55582 3.53328 -0.71 -0.20 -0.08
H -20.74860 12.79964 3.56452 0.10 -0.16 -0.77
H -21.56972 11.98379 4.76722 0.56 -0.67 0.41
H -19.63814 10.70037 3.74184 0.05 0.09 0.37
H -20.43329 10.47127 2.27657 -0.80 -0.32 -0.22
H -20.72822 8.67617 3.97584 0.26 -0.44 0.08
O -26.18439 8.75336 5.74964 0.21 -0.01 1.06
C -25.88796 8.64671 4.39324 0.11 0.21 -0.82
C -24.39939 8.72381 4.02699 -0.32 0.42 0.48
O -23.87040 10.04614 4.19324 -1.21 -0.41 -0.08
H -25.86739 7.95552 6.17925 0.01 -0.03 0.21
H -26.30396 7.71757 4.00370 0.13 -0.27 -0.22
H -26.48306 9.44255 3.94537 0.40 0.16 -0.37
H -24.25245 8.33071 3.02102 -0.07 0.26 -0.33
H -23.81059 8.07607 4.67649 -0.15 -0.33 0.24
H -22.91835 9.92282 4.19304 0.65 -0.46 0.16
O -17.62720 5.31420 4.80078 -0.21 0.58 -0.48
C -17.93032 5.95955 3.55153 -0.34 0.46 0.24
C -19.46034 6.17747 3.48155 1.36 -2.09 -2.32
O -19.94019 7.00146 4.44368 -0.31 1.49 1.65
H -16.69209 5.43993 4.97790 0.06 -0.04 0.12
H -17.50456 6.95579 3.43174 0.25 0.40 0.75
H -17.44132 5.43971 2.72766 -0.73 -0.61 -0.25
H -19.97582 5.22029 3.56015 0.06 -0.34 -0.25
H -19.68253 6.61022 2.50613 -0.07 0.01 -0.10
H -19.69849 6.58550 5.27445 -0.07 0.24 0.47
O -23.45580 14.03019 7.46219 -0.01 0.59 -0.07
C -23.14740 12.76380 6.93885 -0.49 -0.55 -0.06
C -24.12224 11.64853 7.30532 0.91 0.71 -1.26
O -24.02774 11.36657 8.66230 -0.22 -0.29 1.11
H -24.05486 13.99952 8.21171 0.08 -0.42 0.08
H -23.14274 12.84731 5.85206 -0.14 0.14 -0.12
H -22.13981 12.46570 7.22864 0.20 -0.05 0.28
H -23.81553 10.76624 6.74355 -0.19 -0.02 -0.40
H -25.13170 11.94333 7.01866 -0.19 -0.03 -0.11
H -24.54650 10.56460 8.75889 -0.02 -0.04 0.54
O -18.57049 12.00371 8.35296 0.03 0.04 -0.38
C -19.15645 10.79781 7.88417 0.70 0.23 -1.10
C -18.71178 10.49129 6.38049 -1.18 0.56 2.14
O -17.32638 10.26518 6.24705 0.05 0.31 0.00
H -17.65949 11.95989 8.05340 0.32 0.27 0.07
H -18.83702 10.02843 8.58711 -0.30 -0.62 -0.16
H -20.23243 10.96794 7.92193 -0.03 -0.36 -0.02
H -18.98595 11.42012 5.88030 0.30 -0.12 -0.42
H -19.31375 9.66847 5.99491 -0.01 -0.12 -0.12
H -17.07453 9.59854 6.89029 0.07 -0.19 0.02
```
Positions in Å, forces in eV/Å.

=====

(6)
The following is a quantum chemistry calculation of a single C4H3N3 molecule in a non-equilibrium geometry, from OMol25.

Computed properties:
Lowest unoccupied orbital energy   -0.03132 Eh
HOMO-LUMO gap   8.995 eV
HOMO level   -9.85 eV
Energy relative to the best compared isomer or geometry (same formula, charge and spin)   406.52 kJ/mol

Structure (XYZ):
```
10
Properties=species:S:1:pos:R:3:forces:R:3
N -2.55701 -0.62354 -0.64641 1.88 -0.85 1.86
C -1.58234 -0.78701 -0.00955 -6.06 2.42 -2.71
C -0.27925 -0.75845 0.39129 3.87 -1.53 1.48
C 0.51047 -0.13888 -0.68340 1.01 3.53 -0.13
C 0.97616 1.03031 -0.08934 0.38 -0.28 -5.89
N 0.77257 1.24798 1.23081 1.45 -0.33 0.73
N 0.37549 0.24258 1.73237 -3.87 -2.34 1.39
H -0.19753 -1.83093 0.58483 1.54 -0.06 0.59
H 0.50138 -0.18655 -1.84247 -0.09 -0.44 2.44
H 1.48006 1.80449 -0.66813 -0.10 -0.12 0.24
```
Positions in Å, forces in eV/Å.